Molecular formula: C22H20FN5OS
Method: DFT, ωB97M-V/def2-TZVPD

HOMO	-7.699	eV
energy above the lowest of the compared OMol25 structures with the same formula, charge and spin	360.1	kJ/mol
SMILES	CN[C@@H]1CCN(c2ccc(-n3ncc4cc(-c5ccc(F)cc5)sc4c3=O)cn2)C1
net charge	0
Kohn-Sham gap	0.2677	Eh
largest force on an atom	0.11246	Eh/bohr

Last column: Mulliken charge in e.
CARTESIAN COORDINATES (ANGSTROEM)
O -2.02756 -0.70067 -0.54564  -0.657
F -10.36186 0.66864 -5.56199  -0.296
N -2.58786 2.49562 0.91519  -0.843
N 1.10535 -0.30228 2.02575  -0.547
S -4.68205 -0.04462 -2.07521  -0.065
C -2.61987 0.30630 -0.20220  0.378
C -3.77868 2.78762 0.48218  -0.329
C -5.72227 2.25301 -1.18174  -1.303
C -3.86174 0.81035 -0.82335  0.102
C -4.56033 2.00378 -0.40543  0.413
C -5.85179 1.27006 -2.20271  0.100
C -0.18017 -0.09759 1.69901  -0.427
C 2.01292 0.58915 1.59633  0.522
C 1.69277 1.69323 0.83264  -0.676
C -9.36005 1.28857 -3.40967  -0.753
C -7.99555 0.75018 -5.32655  -0.709
C -8.31616 1.24379 -2.62931  -0.244
C -6.95833 0.97383 -4.48929  -0.401
C 0.38020 1.88304 0.55374  -0.436
C -9.25151 0.95873 -4.77437  0.601
C -7.02858 1.22762 -3.06009  0.415
C -0.64136 1.02367 0.98863  -0.010
N -1.93124 1.29302 0.56316  0.634
N 3.37010 0.14157 1.54883  0.309
N 7.08430 0.26262 1.45879  -0.456
C 8.03294 -0.56982 2.14027  -0.855
C 3.57053 -1.30240 1.51401  -0.641
C 4.63855 0.82457 1.24776  -0.961
C 5.19342 -1.41729 1.58553  -1.013
C 5.70887 0.01193 1.83150  0.347
H -4.29674 3.56323 0.95755  0.392
H -6.24608 3.11589 -1.08779  0.636
H -0.81231 -0.86880 2.07559  0.469
H 2.41647 2.34936 0.53717  0.524
H -10.31642 1.53737 -3.04210  0.439
H -7.81973 0.56490 -6.39716  0.373
H -8.44886 1.16853 -1.57972  0.479
H -5.99654 0.96935 -4.80106  0.570
H 0.15309 2.74958 0.03854  0.477
H 7.19889 1.22999 1.66376  0.275
H 9.09102 -0.45989 1.70748  0.260
H 7.79061 -1.59910 2.12484  0.339
H 8.08084 -0.17553 3.20123  0.312
H 3.28222 -1.60635 2.51195  0.297
H 3.09126 -1.95047 0.70030  0.255
H 4.72899 1.90661 1.64282  0.386
H 4.84876 0.80648 0.18236  0.326
H 5.43888 -2.09349 2.38735  0.420
H 5.58234 -1.84752 0.66195  0.325
H 5.61812 0.23048 2.91213  0.248


Molecular formula: C15H28Cl12O3
Method: DFT, ωB97M-V/def2-TZVPD

HOMO	-10.311	eV
energy above the lowest of the compared OMol25 structures with the same formula, charge and spin	102.0	kJ/mol
SMILES	O=C1OCCO1.ClCCCl.ClCCCl.ClCCCl.ClCCCl.ClCCCl.ClCCCl
net charge	0
Kohn-Sham gap	0.3920	Eh
largest force on an atom	0.06613	Eh/bohr

Last column: Mulliken charge in e.
CARTESIAN COORDINATES (ANGSTROEM)
C -2.34956 4.68536 2.24248  -0.204
C -1.14396 5.02955 1.38194  -0.283
O -0.16772 4.06611 1.74789  -0.333
C -0.82819 2.94543 2.28794  0.704
O -0.40280 1.80460 2.39958  -0.551
O -2.01926 3.33786 2.61064  -0.323
H -3.27347 4.75649 1.66853  0.286
H -2.36513 5.38859 3.07515  0.246
H -0.73491 5.98844 1.70023  0.304
H -1.26820 5.05613 0.29937  0.163
Cl 0.38041 3.22022 -3.75809  -0.177
C 1.24709 4.29582 -2.73032  -0.165
C 2.10201 5.31193 -3.47415  -0.484
Cl 2.75701 6.56285 -2.46639  -0.193
H 1.87905 3.77515 -2.01084  0.292
H 0.40846 4.80783 -2.25844  0.094
H 1.59697 5.78993 -4.31352  0.333
H 2.90945 4.73937 -3.93057  0.305
Cl 1.39126 1.06766 -0.91194  -0.150
C 1.07068 -0.38285 0.08985  0.214
C 1.01300 -1.62804 -0.82200  -0.160
Cl 2.53230 -1.94828 -1.74116  -0.219
H 0.13371 -0.25732 0.63248  0.065
H 1.90469 -0.51965 0.77820  -0.023
H 0.34594 -1.40450 -1.65456  0.194
H 0.67080 -2.53118 -0.31672  0.082
Cl -5.25374 1.72898 -0.03830  -0.218
C -4.58344 1.07181 1.51100  -0.321
C -3.26225 0.24069 1.20684  -0.214
Cl -3.35618 -1.00028 0.01171  -0.119
H -5.39754 0.44243 1.87047  0.359
H -4.38190 1.90924 2.17897  0.253
H -3.04776 -0.43641 2.03366  0.290
H -2.41943 0.89084 0.97220  -0.047
Cl -1.83151 -2.99506 -2.85915  -0.099
C -1.49921 -4.00770 -4.32038  -0.632
C -0.18288 -4.80095 -4.13238  -0.116
Cl -0.04361 -5.97163 -5.40792  -0.202
H -1.32080 -3.34251 -5.16525  0.316
H -2.40700 -4.57239 -4.53284  0.365
H -0.14731 -5.31030 -3.16936  0.124
H 0.69380 -4.15341 -4.11796  0.239
Cl -0.07659 -5.33046 0.01210  -0.220
C -1.63281 -4.67673 0.70157  -0.250
C -2.67568 -5.76130 1.12095  -0.483
Cl -4.11351 -4.92176 1.83583  -0.196
H -2.11767 -4.03191 -0.03138  0.142
H -1.34180 -4.01956 1.52105  0.347
H -2.25043 -6.49757 1.80298  0.345
H -3.04820 -6.38016 0.30465  0.319
Cl 5.54134 -1.70552 4.72825  -0.167
C 5.98830 -0.14808 4.04164  -0.379
C 6.18027 -0.16753 2.56736  -0.574
Cl 4.65774 -0.60424 1.73457  -0.127
H 6.93219 0.13444 4.50784  0.293
H 5.22213 0.61779 4.16217  0.312
H 6.89542 -0.94169 2.28930  0.343
H 6.49045 0.78342 2.13425  0.300


Molecular formula: C41H101BCl2N2O12P
Method: DFT, ωB97M-V/def2-TZVPD

HOMO	-11.427	eV
net charge	+1
Kohn-Sham gap	0.3226	Eh
largest force on an atom	0.01243	Eh/bohr

Last column: Mulliken charge in e.
CARTESIAN COORDINATES (ANGSTROEM)
C 3.70373 -2.30991 0.68954  -1.383
C 2.25803 -2.17485 1.24163  1.404
B 1.31085 -1.93427 0.05342  0.736
O 0.61468 -2.87829 -0.65111  -0.874
P 0.86742 -0.08276 -0.53491  -0.176
C 2.11427 1.08389 0.00402  0.486
C 2.02763 2.54278 -0.46280  -0.335
C 3.23358 3.36168 -0.00462  -1.261
C 3.48650 3.32720 1.49474  -0.296
N 4.11426 2.07430 1.92786  -0.023
C 3.85465 1.48354 3.15844  0.305
C 2.42167 1.46031 3.63144  0.032
O 4.74138 0.94717 3.77671  -0.658
C 0.68266 -0.08451 -2.35597  -0.477
Cl 2.34032 -0.46683 -2.88716  -0.050
C -0.01262 1.18958 -2.90923  0.929
C -1.42914 0.88324 -3.38501  -1.467
Cl 0.95465 1.98139 -4.17198  -0.082
N -0.62564 0.40562 0.06616  0.710
C -1.72379 -0.58006 -0.19920  -1.573
C -0.60513 0.72786 1.50640  0.475
C -1.11156 2.08735 1.86652  -1.387
O -0.18939 -0.08811 2.27325  -0.402
H 3.97207 -1.51540 -0.01378  0.401
H 3.83943 -3.27223 0.19590  0.390
H 4.41482 -2.27022 1.51356  0.384
H 2.21648 -1.38299 1.99363  -0.264
H 1.97123 -3.10907 1.73166  -0.576
H 1.02362 -3.25510 -1.43892  0.336
H 3.07847 0.65192 -0.27484  0.724
H 2.07690 0.99976 1.09641  -0.887
H 1.11319 3.01020 -0.07981  0.263
H 1.97526 2.58262 -1.55234  -0.005
H 3.06711 4.39900 -0.30475  0.506
H 4.12896 3.02227 -0.53601  0.358
H 2.54514 3.45491 2.03582  -0.022
H 4.11461 4.17370 1.78610  0.474
H 5.12252 2.09604 1.80769  0.309
H 1.69706 1.91663 2.95972  -0.519
H 2.35073 1.99359 4.57829  0.383
H 2.14024 0.42201 3.81734  0.155
H 0.09185 -0.96149 -2.62283  0.757
H -0.06378 1.91894 -2.10300  0.011
H -1.50430 -0.11670 -3.81847  0.336
H -2.13745 0.96059 -2.55780  0.287
H -1.72957 1.60064 -4.14673  0.452
H -1.65122 -1.43928 0.47116  0.435
H -2.68742 -0.08567 -0.06609  0.391
H -1.66209 -0.92484 -1.23060  0.255
H -1.73924 2.51706 1.08981  0.400
H -1.65096 2.02179 2.81142  0.516
H -0.25030 2.74523 2.02915  -0.011
C -0.99454 -3.76204 2.18978  -0.852
C -2.41692 -4.28926 2.17515  0.289
C -2.48352 -5.79863 2.08234  -1.384
O -3.14794 -3.70385 1.08560  -0.324
H -0.47161 -4.06803 1.27905  0.097
H -1.00234 -2.67100 2.23694  0.064
H -0.42969 -4.13083 3.04773  0.470
H -2.94494 -3.94186 3.06550  0.329
H -1.99938 -6.13741 1.16258  0.296
H -3.52057 -6.12888 2.03913  0.315
H -2.00395 -6.29168 2.92900  0.490
H -2.78077 -4.06370 0.26742  0.261
C -5.94673 -6.01042 -2.23930  -1.357
C -5.20428 -6.93652 -1.29092  0.675
C -6.15452 -7.70756 -0.39305  -1.361
O -4.24604 -6.21091 -0.51478  -0.342
H -6.52344 -5.27385 -1.67106  0.217
H -5.24587 -5.47722 -2.88213  0.339
H -6.63913 -6.57003 -2.86852  0.431
H -4.60808 -7.64135 -1.87372  -0.020
H -6.73575 -7.01604 0.22466  0.424
H -5.60272 -8.37343 0.27117  0.274
H -6.84875 -8.30428 -0.98539  0.404
H -4.72250 -5.56773 0.02564  0.236
C 3.83446 5.96613 -7.08468  -1.264
C 3.83895 4.95943 -5.94989  0.495
C 3.24781 3.62081 -6.36006  -1.120
O 3.15780 5.47297 -4.80071  -0.537
H 2.81097 6.16598 -7.41566  0.258
H 4.27270 6.91096 -6.76641  0.310
H 4.39661 5.59811 -7.94335  0.420
H 4.86364 4.80622 -5.60425  0.272
H 2.20375 3.74636 -6.66405  0.293
H 3.28329 2.92433 -5.52170  0.144
H 3.78957 3.17985 -7.19750  0.424
H 2.24740 5.65658 -5.06100  0.330
C 3.94893 -5.21596 4.47320  -1.369
C 3.58293 -5.53109 3.03329  1.201
C 3.26583 -7.00192 2.82548  -1.419
O 4.60943 -5.09537 2.13795  -0.477
H 4.84170 -5.77606 4.76467  0.364
H 4.15834 -4.15327 4.59430  0.322
H 3.14297 -5.49377 5.15354  0.372
H 2.71132 -4.93608 2.74726  -0.334
H 4.13868 -7.61274 3.07198  0.373
H 2.99481 -7.19515 1.78775  0.344
H 2.44302 -7.32053 3.46668  0.359
H 5.40736 -5.59619 2.34578  0.304
C -3.17042 -10.73599 -1.73987  -1.141
C -4.61757 -11.12844 -1.99074  0.590
C -4.77201 -12.61801 -2.24552  -1.430
O -5.17104 -10.36680 -3.06544  -0.536
H -2.55957 -10.97380 -2.61571  0.341
H -3.09087 -9.66582 -1.54604  0.202
H -2.75852 -11.27563 -0.88611  0.370
H -5.22004 -10.84514 -1.12440  0.210
H -4.20511 -12.90749 -3.13516  0.367
H -5.81881 -12.87105 -2.40956  0.337
H -4.39894 -13.20323 -1.40419  0.376
H -4.67669 -10.58760 -3.86360  0.338
C -0.30595 5.89416 4.11296  -1.045
C -0.42997 4.53098 4.77694  1.051
C -1.13239 4.61510 6.12216  -1.334
O 0.84602 3.91277 4.90766  -0.302
H 0.29330 6.55847 4.74001  0.104
H 0.19053 5.80858 3.14508  0.254
H -1.28416 6.35423 3.96473  0.427
H -0.99666 3.86244 4.12082  -0.306
H -0.55637 5.25120 6.79993  0.183
H -1.21793 3.62626 6.57175  0.337
H -2.13117 5.04267 6.02277  0.420
H 1.37151 4.47012 5.51087  0.378
C -6.21064 -0.79604 -2.27351  -1.534
C -5.22753 -1.12169 -1.16355  0.913
C -5.74289 -2.19653 -0.22424  -0.972
O -4.87012 0.06573 -0.44050  -0.537
H -7.14698 -0.42486 -1.84815  0.373
H -5.80898 -0.03041 -2.93724  0.371
H -6.44068 -1.68379 -2.86325  0.351
H -4.28313 -1.45533 -1.60505  0.034
H -6.66612 -1.86073 0.25740  0.427
H -5.00830 -2.42715 0.54618  0.289
H -5.96265 -3.11546 -0.76853  -0.029
H -5.66973 0.41131 -0.02645  0.335
C 3.64121 7.76496 6.81301  -1.473
C 2.47026 6.85874 7.14334  0.560
C 2.34589 6.58284 8.63031  -1.320
O 2.56326 5.62952 6.40587  -0.476
H 4.57856 7.30225 7.13427  0.369
H 3.69683 7.94860 5.74052  0.332
H 3.54753 8.72206 7.32626  0.397
H 1.54550 7.31314 6.77966  0.176
H 3.24934 6.08949 8.99933  0.355
H 1.49340 5.93535 8.83429  0.318
H 2.21932 7.51077 9.18818  0.391
H 3.36328 5.16868 6.68730  0.264
C 2.15434 11.29557 -8.74731  -1.333
C 2.24810 9.81754 -8.40822  0.421
C 1.79829 9.52649 -6.98561  -1.033
O 3.56995 9.32504 -8.62805  -0.537
H 2.79731 11.87574 -8.07893  0.352
H 2.47644 11.47337 -9.77262  0.319
H 1.13358 11.66264 -8.63310  0.369
H 1.63182 9.24801 -9.10750  0.256
H 2.44398 10.05057 -6.27467  0.337
H 1.86436 8.45844 -6.77770  0.090
H 0.77282 9.85516 -6.81152  0.401
H 4.16185 9.80513 -8.03688  0.348